Molecular formula: C22H68O12
Method: DFT, ωB97M-V/def2-TZVPD

The geometry in ORCA input format:
```
! RIJCOSX wB97M-V def2-TZVPD def2/J DEFGRID3
* xyz 0 1
C -4.376 0.342 1.303
C -4.664 -0.780 2.305
C -3.621 -1.751 2.049
O -4.651 -0.177 3.547
H -3.462 0.877 1.561
H -5.141 1.118 1.325
H -4.117 -0.070 0.327
H -5.653 -1.143 2.024
H -2.607 -1.353 1.997
H -3.901 -2.293 1.146
H -3.648 -2.443 2.891
H -4.434 -0.910 4.128
C -2.757 -2.380 -1.450
C -3.202 -2.785 -2.860
C -4.371 -3.824 -2.964
O -3.414 -1.654 -3.639
H -1.698 -2.127 -1.500
H -2.881 -3.202 -0.744
H -3.276 -1.496 -1.079
H -2.427 -3.360 -3.366
H -4.250 -4.423 -3.867
H -5.371 -3.390 -2.979
H -4.296 -4.531 -2.138
H -2.744 -0.992 -3.453
C 4.733 -1.989 0.139
C 3.873 -2.816 1.139
C 4.768 -3.568 2.073
O 2.941 -1.988 1.930
H 5.331 -2.753 -0.358
H 5.453 -1.384 0.691
H 4.219 -1.489 -0.682
H 3.317 -3.594 0.616
H 5.311 -3.020 2.842
H 5.468 -4.274 1.627
H 4.124 -4.228 2.655
H 3.495 -1.405 2.454
C 1.942 -1.235 -2.903
C 0.847 -2.064 -3.564
O 0.334 -1.293 -4.676
H 2.725 -1.003 -3.625
H 2.314 -1.818 -2.061
H 1.413 -0.313 -2.663
H -0.028 -2.169 -2.923
H 1.021 -3.092 -3.883
H -0.109 -1.811 -5.352
C 0.730 3.599 1.380
C 1.953 4.250 1.995
O 2.471 5.144 1.057
H 0.951 3.219 0.382
H -0.140 4.243 1.251
H 0.482 2.684 1.917
H 2.765 3.537 2.137
H 1.693 4.801 2.899
H 2.146 6.047 1.045
C -0.557 0.532 -0.261
C 0.531 -0.225 0.507
O 0.263 -1.586 0.868
H -1.316 0.939 0.407
H -1.064 -0.140 -0.954
H -0.212 1.283 -0.971
H 0.880 0.344 1.369
H 1.416 -0.210 -0.129
H 1.156 -1.896 1.035
C 0.711 -2.767 5.568
C -0.063 -2.297 4.337
O -0.245 -0.945 4.457
H 0.112 -2.494 6.437
H 1.745 -2.423 5.563
H 0.739 -3.856 5.534
H -1.022 -2.811 4.275
H 0.537 -2.512 3.453
H -0.013 -0.618 3.585
C 3.988 1.088 2.883
O 3.901 0.066 3.838
H 3.133 1.685 2.567
H 4.670 1.780 3.378
H 4.459 0.724 1.970
H 3.232 0.356 4.462
C -2.926 4.352 -0.120
O -3.206 5.401 0.832
H -2.150 4.563 -0.855
H -2.542 3.475 0.401
H -3.829 3.970 -0.597
H -2.492 5.477 1.470
C 2.990 2.086 -1.261
O 2.031 2.853 -1.992
H 2.765 2.012 -0.197
H 2.854 1.042 -1.543
H 4.000 2.382 -1.542
H 2.149 3.800 -1.888
C -2.973 1.909 -3.592
O -2.214 0.814 -3.097
H -3.085 2.853 -3.058
H -2.522 2.118 -4.562
H -4.001 1.663 -3.857
H -1.299 1.095 -3.169
C 0.636 2.818 -4.961
O 0.046 2.745 -3.643
H -0.046 2.881 -5.809
H 1.285 3.688 -5.060
H 1.214 1.919 -5.175
H 0.750 2.593 -3.009
*
```

Calculated values
structure (SMILES)	CC(C)O.CC(C)O.CC(C)O.CCO.CCO.CCO.CCO.CO.CO.CO.CO.CO
E	-1781.662528	a.u.
orbital gap	9.5	eV
highest occupied orbital energy	-9.2	eV